Entry 1:
{"formula": "C4H11NO2", "method": "ωB97M-V/def2-TZVPD", "spin_multiplicity": 1, "smiles": "C=CC(=C)N.O.O", "charge": 0, "gap_ev": 8.94, "species": ["N", "C", "C", "C", "C", "H", "H", "H", "H", "H", "H", "H", "H", "H", "O", "H", "H", "O"], "coordinates": [[0.1428, 1.8009, -1.0787], [-0.1021, 1.1751, 0.1464], [0.1433, 1.7826, 1.3093], [0.2512, -1.1611, -0.6941], [-0.3603, -0.2762, 0.1157], [0.0276, 2.8032, -1.0553], [-0.3333, 1.3793, -1.8618], [0.0692, 1.3142, 2.2767], [0.1617, 2.8526, 1.3554], [0.3482, -2.1891, -0.4217], [0.3773, -1.0071, -1.7565], [-1.1579, -0.6865, 0.7333], [3.3361, -0.5511, -1.5494], [2.4452, 0.6046, -1.0860], [2.7364, 0.1311, -1.8737], [-2.6422, -3.3866, 1.4391], [-3.6121, -2.3963, 2.1166], [-2.7033, -2.7031, 2.1196]], "mulliken_charge": [-0.44, 0.67, -1.08, -0.79, -0.37, 0.22, 0.21, 0.31, 0.25, 0.33, 0.27, 0.46, 0.31, 0.32, -0.66, 0.32, 0.32, -0.65]}

Entry 2:
{"formula": "C4F7IO", "method": "ωB97M-V/def2-TZVPD", "spin_multiplicity": 1, "charge": 0, "gap_ev": 9.83, "species": ["C", "C", "C", "C", "O", "F", "F", "F", "F", "F", "F", "F", "I"], "coordinates": [[-0.5358, 0.9002, 1.4894], [0.2035, -0.5336, 0.1169], [1.3268, 0.3188, -0.3466], [-0.9583, -0.6674, -0.8767], [-0.3893, 0.7174, 2.6316], [-1.1276, 1.8225, 0.8210], [2.0638, 0.7526, 0.7085], [2.2503, -0.2453, -1.2297], [0.8607, 1.3552, -1.0261], [-0.9245, 0.2493, -1.8962], [-2.1989, -0.5204, -0.3427], [-1.0152, -1.8957, -1.3516], [0.4447, -2.2536, 1.3023]], "mulliken_charge": [0.69, -0.85, 0.92, 0.94, -0.36, -0.16, -0.24, -0.29, -0.22, -0.25, -0.27, -0.23, 0.31]}

Entry 3:
{"formula": "C5H15BClN4O7", "method": "ωB97M-V/def2-TZVPD", "spin_multiplicity": 1, "charge": -1, "gap_ev": 4.94, "species": ["C", "C", "B", "O", "N", "Cl", "H", "H", "H", "H", "H", "H", "C", "N", "O", "O", "H", "H", "H", "C", "N", "O", "O", "H", "H", "H", "C", "N", "O", "O", "H", "H", "H"], "coordinates": [[-1.0471, 2.2271, 3.5188], [-0.2997, 0.8628, 3.5336], [0.1833, 0.5955, 2.0241], [-0.8550, 0.1462, 1.1346], [1.5310, 0.8139, 1.6380], [1.4681, 2.2522, 0.6008], [-2.1293, 2.0894, 3.5945], [-0.7019, 2.8807, 4.3246], [-0.8731, 2.7659, 2.5795], [-0.9675, 0.0832, 3.9258], [0.5586, 0.9272, 4.2083], [-1.2442, 0.9299, 0.7190], [-4.5634, 0.0675, -1.2701], [-4.1641, 1.3527, -0.6348], [-4.8388, 2.3418, -0.8655], [-3.1884, 1.3143, 0.0781], [-5.4475, 0.2485, -1.8703], [-3.7233, -0.2670, -1.8747], [-4.7576, -0.6373, -0.4671], [0.7412, -0.6192, -1.9435], [-0.6839, -0.9671, -2.1856], [-1.0806, -2.0637, -1.8450], [-1.3864, -0.1282, -2.7294], [1.2197, -1.4595, -1.4620], [1.1870, -0.4096, -2.9120], [0.7673, 0.2608, -1.3053], [5.5157, -2.3959, -1.3530], [4.1143, -2.0279, -1.6990], [3.4283, -2.8682, -2.2549], [3.7620, -0.9134, -1.3907], [5.6926, -3.4138, -1.6802], [6.1680, -1.6918, -1.8606], [5.6145, -2.2972, -0.2760]], "mulliken_charge": [-0.91, -0.37, 0.26, -0.58, -0.45, -0.36, 0.26, 0.26, 0.24, 0.23, 0.21, 0.32, -0.62, 0.88, -0.57, -0.53, 0.29, 0.21, 0.25, -0.44, 1.01, -0.58, -0.61, 0.20, 0.32, 0.10, -0.74, 0.83, -0.53, -0.44, 0.30, 0.28, 0.29]}

Entry 4:
{"formula": "C4H6Cl2", "method": "ωB97M-V/def2-TZVPD", "spin_multiplicity": 1, "smiles": "ClC/C=C/CCl", "charge": 0, "gap_ev": 10.62, "species": ["C", "C", "C", "C", "H", "H", "H", "H", "H", "H", "Cl", "Cl"], "coordinates": [[-0.3196, -1.6487, 1.4833], [-0.2128, -0.0607, 1.0690], [-0.9810, 0.7545, 0.2779], [-0.5736, 2.0524, -0.2701], [-0.1561, -1.5979, 2.5172], [-1.2302, -2.2901, 1.3844], [0.7155, 0.3330, 1.3620], [-2.0561, 0.4603, 0.1299], [-1.3831, 2.8285, -0.2534], [0.2810, 2.4205, 0.3376], [0.9812, -2.6103, 0.7444], [-0.0194, 2.0963, -1.9702]], "mulliken_charge": [-0.44, -0.47, 0.00, -0.46, 0.29, 0.32, 0.29, 0.26, 0.31, 0.27, -0.18, -0.19]}

Entry 5:
{"formula": "C2H2BrCl2O3S", "method": "ωB97M-V/def2-TZVPD", "spin_multiplicity": 1, "smiles": "O=S(=O)([O-])[C@@](Cl)(Br)CCl", "charge": -1, "gap_ev": 8.76, "species": ["C", "C", "O", "O", "O", "S", "Cl", "Cl", "Br", "H", "H"], "coordinates": [[-1.0188, -0.7522, 0.0466], [0.4203, -0.4339, -0.2349], [0.5602, 1.4805, 1.6099], [1.8844, 1.5520, -0.4830], [-0.5512, 1.9220, -0.4433], [0.6059, 1.3528, 0.1347], [-1.5312, -2.3830, -0.3940], [0.7748, -0.7696, -1.9542], [1.7391, -1.3336, 1.0233], [-1.1187, -0.5297, 1.2073], [-1.7647, -0.1053, -0.5123]], "mulliken_charge": [-0.54, -0.01, -0.64, -0.63, -0.64, 1.19, -0.20, -0.14, -0.09, 0.34, 0.34]}

Entry 6:
{"formula": "C5H12NS", "method": "ωB97M-V/def2-TZVPD", "spin_multiplicity": 1, "smiles": "C[N+]1(C)CCCS1", "charge": 1, "gap_ev": 10.43, "species": ["C", "C", "C", "C", "C", "N", "S", "H", "H", "H", "H", "H", "H", "H", "H", "H", "H", "H", "H"], "coordinates": [[-0.4029, 1.7034, 0.4191], [0.7290, 0.6974, 0.3477], [-1.5745, 1.0853, 1.1274], [-0.1664, -0.6696, -1.6503], [0.6840, -1.8557, 0.2084], [-0.0707, -0.7079, -0.1618], [-1.6457, -0.6820, 0.6968], [-0.2692, 2.5975, 1.1352], [-0.6925, 2.2168, -0.5527], [1.5898, 0.6666, -0.3564], [1.1334, 0.5308, 1.3794], [-1.6553, 1.2706, 2.1978], [-2.5205, 1.5596, 0.5667], [-0.6617, -1.4713, -2.1659], [-0.6777, 0.3617, -1.9583], [0.7769, -0.3875, -2.1345], [0.1157, -2.7037, -0.2869], [1.6571, -1.5608, -0.2480], [0.8478, -1.9671, 1.3132]], "mulliken_charge": [-0.72, -0.42, -0.43, -0.72, -0.79, -0.10, 0.03, 0.33, 0.33, 0.42, 0.30, 0.44, 0.30, 0.35, 0.26, 0.36, 0.37, 0.37, 0.30]}